Formula: C57H121F3N5O6S
Source: the OMol25 dataset
Level of theory: ωB97M-V/def2-TZVPD

Summary:
Total energy ... -99770.288 eV
LUMO level ... -5.6 eV
HOMO ... -13.533 eV
Total charge ... +3

The geometry in XYZ format:
```
193
Properties=species:S:1:pos:R:3:forces:R:3
O 1.10232 0.09091 -1.41600 0.381 -0.086 -0.013
C 0.20907 0.74807 -0.65057 -1.743 -2.917 2.193
O 0.12573 1.93888 -0.86141 -0.174 3.785 -0.544
O -0.46023 0.07843 0.15860 -0.408 -0.721 0.765
H 1.24713 0.93330 -1.85305 1.520 -0.253 -2.145
C 0.39811 5.21102 -4.57180 -0.366 -0.002 0.016
C 1.68220 4.49445 -5.01851 -0.813 -1.404 -0.060
C 2.81370 4.46279 -3.99237 0.503 1.560 -0.061
C 2.39900 4.21809 -2.50060 1.304 -0.972 -0.888
N 3.52095 3.67892 -1.52329 -0.104 -0.591 0.600
C 2.91982 3.62760 -0.07871 0.299 0.537 -0.543
C 3.99172 4.17610 0.89203 -0.735 -0.585 -1.216
C 4.66139 5.24704 0.01213 0.107 0.378 0.038
C 4.66901 4.71483 -1.43694 -0.049 -1.028 0.804
C 3.96724 2.17611 -1.91729 0.130 1.067 -1.143
C 4.88828 1.39101 -1.01050 -0.576 0.498 1.465
C 5.24355 0.00324 -1.58209 0.789 0.900 -0.212
H 0.22868 6.10608 -5.17035 -0.068 -0.019 0.023
H 0.32729 5.53103 -3.53225 0.283 -0.089 0.144
H -0.44263 4.53609 -4.73220 -0.159 0.123 -0.062
H 1.93561 4.99208 -5.95459 0.815 -0.189 0.204
H 1.43265 3.47023 -5.29560 -0.069 -0.094 -0.039
H 3.04903 5.52390 -4.07463 0.698 0.339 0.727
H 3.74879 4.01694 -4.33136 -0.397 -0.754 -0.029
H 1.62570 3.46040 -2.37409 -0.374 0.384 -0.093
H 2.15786 5.25091 -2.24912 -0.348 -0.522 1.264
H 2.54932 2.62322 0.12634 -0.022 0.128 -0.171
H 2.08654 4.32883 -0.12368 -0.118 -0.181 0.119
H 4.65801 3.36492 1.18553 0.426 0.125 -0.342
H 3.53535 4.45888 1.84064 -0.045 0.596 -0.251
H 5.63356 5.52526 0.41903 0.206 -0.224 -0.415
H 4.15612 6.20284 -0.12664 -0.600 -0.062 1.012
H 5.61833 4.21645 -1.63316 -0.203 0.056 -0.527
H 4.41719 5.52328 -2.12330 0.473 -0.362 -0.181
H 4.50448 2.30296 -2.85717 -0.399 0.088 -0.255
H 3.07452 1.57507 -2.09026 -0.139 0.598 -0.179
H 4.37075 1.28424 -0.05716 0.001 -0.261 0.274
H 5.75609 2.00658 -0.77367 0.419 -0.303 -0.166
H 5.96369 -0.54038 -0.97056 -0.218 0.178 0.490
H 5.83253 0.20385 -2.47705 -0.416 -0.375 -0.469
H 4.39021 -0.64924 -1.76696 -0.047 0.313 -0.191
C -2.42115 5.95707 -0.04805 0.827 0.387 -0.425
C -1.55525 5.15681 -1.04335 -0.794 -0.070 0.335
C -2.35691 4.68108 -2.28727 0.148 -0.552 0.185
C -3.57536 3.82768 -1.92810 0.156 -0.677 -0.089
N -4.27778 3.11365 -3.13817 -0.368 0.110 0.060
C -5.23011 1.96715 -2.71515 1.911 -1.089 0.423
C -6.33529 2.58165 -1.99898 -0.827 0.583 1.302
C -6.50859 3.88846 -2.68900 -0.948 2.399 -0.280
C -5.31608 4.09762 -3.64352 -0.386 -0.648 -0.644
C -3.31499 2.59025 -4.26266 -0.865 0.974 1.332
C -2.41822 1.51786 -3.67492 -0.131 -0.670 -0.947
C -1.43671 0.94579 -4.72353 -0.177 0.034 0.656
H -3.33165 5.47255 0.30455 -0.080 -0.104 -0.322
H -2.65232 6.90293 -0.53797 -0.432 0.087 0.277
H -1.84878 6.19155 0.84946 0.086 0.091 0.016
H -1.04037 4.36393 -0.50082 -0.271 -0.653 -0.339
H -0.72493 5.76793 -1.39718 -0.170 0.296 -0.084
H -1.68555 4.05812 -2.87828 0.028 0.217 -0.137
H -2.68841 5.53669 -2.87560 0.217 0.130 -0.093
H -4.33728 4.42871 -1.43177 -0.099 -0.115 -0.197
H -3.23329 3.07883 -1.21375 -0.150 -0.399 -0.154
H -5.60144 1.42442 -3.58444 0.534 0.207 -0.301
H -4.72078 1.29041 -2.02907 0.397 -0.150 -0.511
H -7.24468 1.98079 -1.98890 0.170 -0.067 -0.065
H -6.04685 2.76502 -0.96395 -0.104 -0.156 0.171
H -7.48233 3.95254 -3.17462 0.268 -0.052 -0.532
H -6.57397 4.71424 -1.98054 0.172 0.013 0.146
H -5.60322 3.77679 -4.64488 0.130 -0.144 -0.060
H -4.90735 5.10006 -3.77065 -0.003 -0.068 0.471
H -2.87802 3.49065 -4.69442 0.383 -0.179 0.074
H -4.02171 2.18922 -4.98917 0.236 -0.142 -0.124
H -3.13965 0.74268 -3.41658 0.273 -0.371 0.214
H -1.88969 1.78417 -2.75959 0.033 0.365 -0.040
H -1.95725 0.60829 -5.61977 0.058 0.307 -0.144
H -0.92640 0.06358 -4.33703 0.017 0.082 0.128
H -0.64920 1.66847 -4.93718 -0.095 -0.017 -0.309
C 3.95300 -4.47556 -5.74990 -0.213 1.536 -0.319
C 3.22094 -5.24283 -4.68292 -0.366 0.142 -0.235
C 2.67706 -4.26635 -3.59583 -0.072 -2.119 1.329
C 1.70137 -5.04394 -2.59303 -0.307 1.275 -0.084
N 0.86007 -4.09708 -1.68205 0.105 1.124 -0.024
C -0.13508 -4.86353 -0.83219 0.930 -1.199 -0.469
C -1.26948 -3.97547 -0.52063 -1.068 2.144 -0.071
C -1.30920 -2.85151 -1.65923 0.594 -0.420 0.877
C -0.15275 -3.25006 -2.52067 0.694 -1.994 -1.081
C 1.77879 -3.11932 -0.87365 -0.727 -1.322 0.064
C 2.67070 -3.83348 0.17064 -0.305 0.005 -1.007
C 3.60794 -2.88527 0.85953 0.090 0.376 0.696
H 4.75158 -3.88225 -5.30452 0.441 -0.317 -0.139
H 3.29375 -3.69503 -6.12970 -0.227 0.005 -0.222
H 4.28508 -5.02285 -6.63211 0.161 -0.292 0.411
H 3.94479 -5.93793 -4.25750 -0.323 -0.220 0.394
H 2.43623 -5.81040 -5.18311 -0.239 -0.136 0.295
H 2.16562 -3.37484 -3.95880 0.115 -0.107 -0.359
H 3.59326 -4.00216 -3.06774 -0.206 0.555 0.288
H 2.09996 -5.74647 -1.86113 0.705 0.058 -0.371
H 0.96842 -5.60591 -3.17188 -0.096 0.110 -0.061
H 0.29802 -5.34265 0.04586 0.489 0.346 -0.049
H -0.52988 -5.70343 -1.40385 0.449 0.041 -0.532
H -1.12665 -3.51777 0.45825 -0.279 0.149 0.044
H -2.19500 -4.55084 -0.54184 -0.006 0.128 0.251
H -1.12698 -1.82049 -1.35608 -0.326 -0.119 0.780
H -2.23678 -2.89286 -2.23019 0.110 -0.034 0.022
H 0.31715 -2.48684 -3.14098 0.226 0.057 0.252
H -0.47778 -4.08308 -3.14398 -0.229 0.409 -0.702
H 1.08035 -2.45331 -0.36697 0.060 0.239 -0.038
H 2.30464 -2.55346 -1.64266 0.128 -0.044 0.205
H 3.26968 -4.63363 -0.26420 -0.218 -0.146 -0.187
H 2.04308 -4.25680 0.95485 -0.164 -0.232 -0.141
H 4.07036 -3.40966 1.69576 0.160 0.035 0.000
H 3.01274 -2.08274 1.29517 0.222 0.372 -0.033
H 4.41138 -2.48382 0.24193 -0.218 0.044 -0.128
C 3.17456 -6.88483 6.69826 -0.656 0.598 -0.236
C 2.50835 -5.48558 6.57264 0.731 -0.967 0.027
C 1.00183 -5.45941 6.32700 -0.415 0.257 -0.921
C 0.61600 -6.13450 4.97193 -0.078 0.307 0.210
N -0.78465 -5.77845 4.35170 0.450 -1.451 0.523
C -0.96659 -6.56796 3.02658 0.835 -0.271 1.638
C -2.40172 -6.94442 2.97643 -0.441 0.100 -2.855
C -2.92969 -7.10345 4.33017 -0.997 0.581 1.939
C -1.99061 -6.27456 5.23394 1.724 -0.777 0.650
C -0.86396 -4.32785 4.15057 -0.292 0.867 -0.184
C 0.19260 -3.64843 3.32928 1.082 0.895 -1.034
C -0.20866 -2.18915 2.88618 0.613 -0.965 0.725
H 4.20661 -6.76348 7.02726 -0.090 -0.141 -0.050
H 3.16233 -7.42559 5.75194 0.124 -0.026 -0.055
H 2.62950 -7.49081 7.42200 0.120 -0.022 0.134
H 2.98180 -4.92852 5.76416 0.144 0.052 -0.097
H 2.76480 -4.95572 7.49002 -0.386 0.197 0.001
H 0.76551 -4.39729 6.26256 -0.280 0.077 0.107
H 0.44076 -5.87764 7.16270 -0.021 -0.143 -0.046
H 0.72687 -7.21553 5.05668 -0.563 -0.045 -0.037
H 1.30861 -5.84687 4.18095 0.110 0.191 0.095
H -0.53610 -5.99978 2.20198 -0.133 -0.238 0.128
H -0.46110 -7.51481 3.21646 0.663 0.278 -0.286
H -2.98222 -6.20625 2.42304 -0.037 0.154 0.007
H -2.49271 -7.86251 2.39598 -0.035 -0.003 -0.079
H -3.96497 -6.76344 4.30438 0.078 0.287 0.471
H -3.01651 -8.12469 4.70116 0.466 -0.022 -0.127
H -2.31399 -5.50256 5.93217 -0.493 0.455 -0.844
H -1.47725 -6.92618 5.94101 -0.127 -0.407 -0.119
H -0.86467 -3.89317 5.15015 -0.611 0.185 -0.177
H -1.77125 -4.16328 3.56933 -0.500 0.111 0.602
H 0.50718 -4.27328 2.49340 -0.458 0.040 -0.439
H 1.15931 -3.47306 3.80132 -0.084 -0.359 0.695
H -1.25434 -2.02143 2.62824 0.032 -0.253 -0.182
H 0.44430 -1.85460 2.08007 -0.246 0.039 -0.111
H 0.03846 -1.57955 3.75533 -0.227 0.315 -0.069
C 1.36265 5.24665 3.49174 -0.303 -0.006 -1.326
C 0.62378 4.40772 2.44509 -1.697 -0.043 0.228
C -0.58925 3.72139 3.16198 -0.288 -0.714 -0.473
C -1.28767 2.59620 2.35084 -0.760 0.004 0.079
N -2.72433 2.20211 2.88559 0.229 0.821 -0.123
C -3.41202 1.12655 2.05637 -0.780 -1.381 1.124
C -4.98715 1.29792 2.29195 2.312 -1.085 -1.454
C -5.06956 2.77755 2.30829 -0.633 1.532 1.868
C -3.69494 3.40845 2.73327 -0.505 -1.107 -1.329
C -2.65974 1.79017 4.35464 -0.555 0.420 -0.241
C -1.66481 0.70452 4.68651 -0.187 -0.086 1.253
C -1.88693 0.14133 6.11198 0.291 -0.346 -0.207
H 1.89174 4.53866 4.12966 0.190 0.543 0.277
H 0.66575 5.89389 4.02420 0.013 -0.295 0.331
H 2.00500 5.94124 2.95042 0.523 -0.162 0.352
H 1.27760 3.74745 1.87530 -0.051 -0.499 0.567
H 0.16239 4.99077 1.64806 0.114 0.532 0.003
H -1.34440 4.45673 3.43969 0.112 0.475 -0.310
H -0.26298 3.36271 4.13820 0.175 -0.451 -0.036
H -0.65601 1.71042 2.28388 -0.359 -0.224 0.037
H -1.57932 2.84377 1.33017 0.690 0.376 -0.122
H -3.06788 0.15535 2.41193 0.122 0.096 0.083
H -3.12930 1.10729 1.00384 0.156 0.791 0.047
H -5.42455 0.71516 3.10261 0.427 0.396 0.343
H -5.46278 0.90920 1.39152 -0.062 -0.075 0.016
H -5.79109 3.09834 3.05967 -0.378 0.200 -0.393
H -5.35815 3.13858 1.32114 0.006 0.226 0.213
H -3.68529 4.08110 3.59091 -0.031 -0.432 0.042
H -3.47563 3.97453 1.82797 1.090 0.054 0.371
H -3.65052 1.43485 4.63782 -0.181 0.013 -0.213
H -2.53334 2.72449 4.90159 0.380 -0.140 0.109
H -0.63189 1.05043 4.72535 0.015 -0.023 -0.822
H -1.83709 -0.15126 4.03377 0.471 0.234 -0.310
H -2.91343 -0.18626 6.27657 -0.014 0.131 0.122
H -1.52888 0.76002 6.93486 -0.366 0.423 -0.199
H -1.24481 -0.73619 6.18771 -0.100 -0.238 -0.002
C 3.87016 -0.56940 -5.16247 -2.336 0.661 -2.052
F 4.04757 -1.50401 -4.23293 0.336 0.067 0.117
F 4.66162 0.47819 -4.96150 0.528 -0.161 0.450
F 4.14212 -1.07233 -6.39024 0.330 -0.116 1.083
S 2.05039 0.08657 -5.27031 -0.866 -1.774 -0.754
O 1.15955 -1.10805 -5.09954 1.585 1.256 -0.379
O 1.94877 0.93424 -4.08379 0.344 0.682 -0.336
O 2.02190 0.70180 -6.60882 0.014 -0.538 2.375
```
Positions in Å, forces in eV/Å.

Results of the Mulliken charge analysis, in e, for atoms 1 through 99: atom 1 (O): 1.592, atom 2 (C): -0.414, atom 3 (O): -0.813, atom 4 (O): -0.457, atom 5 (H): -1.076, atom 6 (C): -0.570, atom 7 (C): -0.461, atom 8 (C): -1.076, atom 9 (C): -0.359, atom 10 (N): 0.821, atom 11 (C): -0.450, atom 12 (C): -0.626, atom 13 (C): -0.905, atom 14 (C): -0.491, atom 15 (C): 0.737, atom 16 (C): -0.497, atom 17 (C): -1.084, atom 18 (H): 0.533, atom 19 (H): 0.022, atom 20 (H): -0.107, atom 21 (H): 0.597, atom 22 (H): -0.139, atom 23 (H): 0.441, atom 24 (H): 0.531, atom 25 (H): -0.261, atom 26 (H): 0.805, atom 27 (H): 0.130, atom 28 (H): 0.473, atom 29 (H): 0.394, atom 30 (H): 0.290, atom 31 (H): 0.453, atom 32 (H): 0.323, atom 33 (H): 0.370, atom 34 (H): 0.280, atom 35 (H): 0.694, atom 36 (H): -1.124, atom 37 (H): 0.160, atom 38 (H): 0.437, atom 39 (H): 0.563, atom 40 (H): 0.415, atom 41 (H): -0.121, atom 42 (C): -1.628, atom 43 (C): 0.816, atom 44 (C): 0.202, atom 45 (C): -0.790, atom 46 (N): 0.384, atom 47 (C): -0.739, atom 48 (C): 0.156, atom 49 (C): -1.018, atom 50 (C): -0.551, atom 51 (C): -1.141, atom 52 (C): 0.991, atom 53 (C): -1.062, atom 54 (H): 0.191, atom 55 (H): 0.437, atom 56 (H): 0.452, atom 57 (H): -0.810, atom 58 (H): 0.501, atom 59 (H): -0.553, atom 60 (H): 0.449, atom 61 (H): 0.647, atom 62 (H): 0.123, atom 63 (H): 0.507, atom 64 (H): 0.335, atom 65 (H): 0.536, atom 66 (H): -0.341, atom 67 (H): 0.349, atom 68 (H): 0.404, atom 69 (H): 0.512, atom 70 (H): 0.395, atom 71 (H): 0.265, atom 72 (H): 0.711, atom 73 (H): 0.421, atom 74 (H): -0.536, atom 75 (H): 0.449, atom 76 (H): -0.075, atom 77 (H): 0.136, atom 78 (C): -1.186, atom 79 (C): -0.470, atom 80 (C): 0.001, atom 81 (C): -1.281, atom 82 (N): 0.473, atom 83 (C): -1.626, atom 84 (C): 0.333, atom 85 (C): -0.333, atom 86 (C): -0.601, atom 87 (C): 0.477, atom 88 (C): 0.061, atom 89 (C): -1.592, atom 90 (H): 0.244, atom 91 (H): 0.236, atom 92 (H): 0.425, atom 93 (H): 0.292, atom 94 (H): 0.388, atom 95 (H): 0.033, atom 96 (H): 0.220, atom 97 (H): 0.678, atom 98 (H): 0.568, atom 99 (H): 0.732